Record 1
Molecular formula: C53H49N13O5Ru
Method: DFT, ωB97M-V/def2-TZVPD

Computed properties:
HOMO (alpha / beta) in eV: -1.5 / -4.8
Total energy in eV: -87945.6135
Relative energy (zero: lowest compared OMol25 entry of this formula, charge and spin) in kJ/mol: 57.4
Orbital gap (alpha / beta) in Eh: 0.13521 / 0.21660
⟨S²⟩: 8.8641
LUMO level (alpha / beta) in Ha: 0.08052 / 0.04096

Geometry as ORCA input:
```
! wB97M-V def2-TZVPD RIJCOSX def2/J DEFGRID3
* xyz -1 6
Ru -0.13460 -1.13608 0.04688
O -1.44461 0.70730 1.44664
O 1.13700 1.08148 -2.47830
O -1.20284 0.45458 -1.01454
O -1.00291 2.50237 5.04965
O 2.70842 -2.52537 -0.22362
N -2.92838 -2.68502 2.89119
N 2.51169 1.63365 1.82234
N 3.59125 -1.28551 -1.94986
N -2.46707 3.59835 6.30203
N 1.48503 -0.87495 -1.27482
N -1.68016 1.74803 0.79570
N -1.61142 4.50236 5.80906
N -1.49123 1.62209 -0.48131
N -1.18895 -1.97360 1.68923
N 3.03208 0.56741 2.46434
N -1.88283 -2.39896 3.69358
N 1.24336 -0.03104 1.27234
N -1.11699 -2.30948 -1.04482
C -3.56772 -5.58724 -1.62610
C 1.15096 3.44150 3.53731
C 0.62414 -4.68195 0.49869
C 0.67938 5.71472 4.25450
C 3.15106 -0.22773 -2.82595
C 1.73400 6.15537 3.49439
C 3.97918 -1.46215 -6.31840
C -2.47365 -2.42142 1.69349
C -4.12480 -0.96878 -1.29056
C 1.61254 -1.68431 -6.00467
C -2.68703 1.13770 6.08732
C 4.50398 3.23825 -3.54246
C -2.20800 3.92946 -0.79535
C 5.45128 3.39743 -2.53839
C -3.98957 -4.31760 -1.99520
C 5.67764 2.36559 -1.64266
C -2.11128 2.41535 5.85274
C -3.82882 0.97385 6.90253
C -3.67363 -1.89386 -2.42209
C -1.74861 3.67519 -3.52743
C 4.01495 1.01698 -2.75031
C -2.44266 4.99478 -1.64722
C -1.84063 -3.39491 -1.36065
C 2.20180 3.90759 2.78033
C 0.35124 4.33568 4.29606
C 1.72495 -1.12853 -4.73725
C 1.77223 0.09446 -2.18179
C -1.74157 2.73546 -1.33208
C 2.24934 -0.41687 2.09567
C -2.66984 -1.26289 5.73772
C 1.44657 1.27208 1.12151
C -3.15276 -3.21775 -1.90670
C 2.51260 5.26959 2.73867
C 4.09078 -0.90642 -5.05471
C 2.60514 -1.66268 -1.07850
C -1.98860 -2.46810 5.14605
C -4.36713 -0.27273 7.11080
C -3.79974 -1.41342 6.52882
C -0.73419 3.85292 5.05181
C 0.10168 -5.04352 -0.88859
C 3.79133 2.05699 -3.64849
C 3.06410 2.97337 1.96322
C -2.11929 -0.01236 5.51487
C 0.96253 -4.49440 -2.02583
C -1.50493 2.59595 -2.69106
C -2.21792 4.87486 -3.01297
C 2.96761 -0.74003 -4.24956
C -0.85938 -1.96329 2.97177
C 2.73666 -1.85483 -6.79683
C -2.72750 -1.19806 -3.39838
C -1.35764 -4.72221 -1.13339
C 4.96002 1.18016 -1.74648
C -2.24988 -5.77690 -1.24039
H -1.24693 0.09910 4.88293
H 0.67846 -3.60550 0.64740
H 0.89720 -3.40970 -2.08941
H 3.32758 5.63174 2.12493
H 3.04195 1.94136 -4.41976
H 2.00916 -4.75685 -1.87166
H 6.40856 2.48071 -0.85257
H -3.24721 -0.36256 -3.87245
H -2.40072 5.71591 -3.66897
H -4.86154 -1.45998 -0.65186
H 0.63050 -4.90995 -2.97927
H 0.15719 -6.13667 -0.95763
H -1.85546 -0.79804 -2.88936
H 0.86099 1.93780 0.50993
H -2.80331 5.92756 -1.23385
H 0.63830 -1.98471 -6.36788
H -0.01635 -5.10980 1.27366
H -3.27583 -0.65061 -0.68877
H -1.89064 -6.77945 -1.03670
H -4.58438 -0.06796 -1.70343
H -4.23448 -2.39137 6.68759
H -1.10678 1.66577 -3.05993
H 4.31169 4.04387 -4.23923
H -2.51257 -3.39138 5.38964
H -3.05465 -2.55805 0.79888
H 0.07632 -1.64310 3.39446
H -0.96135 -2.54745 5.50894
H -2.37768 4.01808 0.26708
H 1.96031 7.21508 3.46906
H 3.20142 3.37058 0.95440
H 0.83507 -1.00057 -4.13482
H -4.27174 1.85061 7.35452
H -4.56961 -2.16154 -2.99547
H -4.98941 -4.17530 -2.38987
H 4.38933 -1.87461 -2.10834
H 0.07910 6.40973 4.82477
H 4.86188 -1.58572 -6.93256
H -2.39959 -1.88530 -4.18249
H -5.24704 -0.37214 7.73453
H 1.63811 -5.06483 0.62512
H 2.42836 -1.44203 2.37312
H 2.64624 -2.28724 -7.78478
H 4.05121 2.83439 2.40641
H -1.55560 3.57366 -4.58759
H 6.00335 4.32422 -2.45279
H 0.90464 2.38889 3.55718
H 5.05876 -0.58050 -4.69219
H -4.24423 -6.42930 -1.69278
H 5.12373 0.38521 -1.03160
*
```

Atomic partial charges in e from the Mulliken method, atoms 1 to 99: atom 1 (Ru): 0.0945, atom 2 (O): 0.0414, atom 3 (O): -0.5557, atom 4 (O): 1.2481, atom 5 (O): -0.2435, atom 6 (O): -0.6273, atom 7 (N): -1.1028, atom 8 (N): 1.3728, atom 9 (N): 0.0654, atom 10 (N): -0.5621, atom 11 (N): 2.3631, atom 12 (N): -1.5542, atom 13 (N): -0.6275, atom 14 (N): 0.7887, atom 15 (N): 0.9555, atom 16 (N): -1.2084, atom 17 (N): 0.9886, atom 18 (N): 1.4103, atom 19 (N): 0.6673, atom 20 (C): -1.2809, atom 21 (C): -0.2061, atom 22 (C): -1.1131, atom 23 (C): -1.2434, atom 24 (C): 4.0291, atom 25 (C): -0.4629, atom 26 (C): -0.9823, atom 27 (C): -0.7518, atom 28 (C): -1.3836, atom 29 (C): -1.1498, atom 30 (C): -0.1336, atom 31 (C): -1.0042, atom 32 (C): -0.4897, atom 33 (C): -0.4581, atom 34 (C): -0.7463, atom 35 (C): -0.9254, atom 36 (C): 0.4621, atom 37 (C): -1.1733, atom 38 (C): 0.3648, atom 39 (C): -1.2131, atom 40 (C): -0.8158, atom 41 (C): -0.5805, atom 42 (C): -0.0476, atom 43 (C): 1.4494, atom 44 (C): -0.1565, atom 45 (C): -0.0631, atom 46 (C): -2.1964, atom 47 (C): 0.1294, atom 48 (C): -1.2796, atom 49 (C): 1.4449, atom 50 (C): -1.5775, atom 51 (C): 0.5979, atom 52 (C): -1.0928, atom 53 (C): -0.1757, atom 54 (C): -1.3287, atom 55 (C): -1.2916, atom 56 (C): -0.5307, atom 57 (C): -0.9386, atom 58 (C): 0.4890, atom 59 (C): 0.3917, atom 60 (C): -0.1840, atom 61 (C): -1.3970, atom 62 (C): 0.0056, atom 63 (C): -1.2478, atom 64 (C): 0.2701, atom 65 (C): -0.4872, atom 66 (C): -0.4344, atom 67 (C): -0.7102, atom 68 (C): -0.4037, atom 69 (C): -1.2545, atom 70 (C): 0.5237, atom 71 (C): -0.2718, atom 72 (C): -0.9395, atom 73 (H): 0.4081, atom 74 (H): -0.0875, atom 75 (H): -0.1701, atom 76 (H): 0.4147, atom 77 (H): 0.5042, atom 78 (H): 0.4350, atom 79 (H): 0.4468, atom 80 (H): 0.4665, atom 81 (H): 0.3920, atom 82 (H): 0.3292, atom 83 (H): 0.4492, atom 84 (H): 0.5920, atom 85 (H): -0.2932, atom 86 (H): 0.9068, atom 87 (H): 0.3933, atom 88 (H): 0.4621, atom 89 (H): 0.3528, atom 90 (H): -0.0758, atom 91 (H): 0.4166, atom 92 (H): 0.5136, atom 93 (H): 0.3605, atom 94 (H): 0.3135, atom 95 (H): 0.4050, atom 96 (H): 0.4215, atom 97 (H): 0.4091, atom 98 (H): 0.4825, atom 99 (H): 0.2442

=====

Record 2
Molecular formula: CH3BrClN
Method: DFT, ωB97M-V/def2-TZVPD

Computed properties:
HOMO in eV: -9.6
Total energy in eV: -85137.5758
Relative energy (zero: lowest compared OMol25 entry of this formula, charge and spin) in kJ/mol: 302.0
Orbital gap in Eh: 0.30004
LUMO level in Ha: -0.05227

Geometry as ORCA input:
```
! wB97M-V def2-TZVPD RIJCOSX def2/J DEFGRID3
* xyz 0 1
Br -0.47434 -2.54420 2.71308
Cl -2.73367 -0.61915 2.68980
N -0.04399 0.26501 -0.11137
C -1.71030 -1.49326 1.69425
H 0.70688 -0.23473 -0.59247
H -0.70820 0.77271 -0.73759
H -0.59546 -0.47996 0.33062
*
```

Now the Mulliken charges, all in e: atom 1 (Br): -0.0198, atom 2 (Cl): 0.0137, atom 3 (N): -0.6438, atom 4 (C): -0.1178, atom 5 (H): 0.2244, atom 6 (H): 0.2274, atom 7 (H): 0.3158

=====

Record 3
Molecular formula: C4H7NO
Method: DFT, ωB97M-V/def2-TZVPD

Computed properties:
HOMO in eV: -8.7
Total energy in eV: -7793.0341
Relative energy (zero: lowest compared OMol25 entry of this formula, charge and spin) in kJ/mol: 637.8
Orbital gap in Eh: 0.33236
LUMO level in Ha: 0.01303

Geometry as ORCA input:
```
! wB97M-V def2-TZVPD RIJCOSX def2/J DEFGRID3
* xyz 0 1
O -0.16124 0.80476 1.81464
N 0.19039 -0.35217 -1.27232
C -0.86358 0.55759 -0.71380
C -0.09358 0.21579 0.56240
C -0.26694 -1.29591 0.35258
C 1.16253 0.26804 -0.30340
H 0.60708 -1.83434 0.74869
H -0.74942 1.56744 -1.11492
H 1.99957 -0.38422 -0.03617
H -0.45265 -1.50150 -0.78020
H -0.99128 0.53627 2.23026
H -1.89282 0.18597 -0.79787
H 1.51195 1.23230 -0.68988
*
```

Now the Mulliken charges, all in e: atom 1 (O): -0.5508, atom 2 (N): -0.4892, atom 3 (C): -0.3756, atom 4 (C): 0.4622, atom 5 (C): -0.7133, atom 6 (C): -0.4113, atom 7 (H): 0.2524, atom 8 (H): 0.2837, atom 9 (H): 0.2478, atom 10 (H): 0.3968, atom 11 (H): 0.3431, atom 12 (H): 0.2749, atom 13 (H): 0.2793

=====

Record 4
Molecular formula: C3H5ClFN
Method: DFT, ωB97M-V/def2-TZVPD

Computed properties:
HOMO in eV: -9.2
Total energy in eV: -19920.8141
Relative energy (zero: lowest compared OMol25 entry of this formula, charge and spin) in kJ/mol: 30.4
Orbital gap in Eh: 0.37093
LUMO level in Ha: 0.03133
SMILES: NC/C(F)=C/Cl

Geometry as ORCA input:
```
! wB97M-V def2-TZVPD RIJCOSX def2/J DEFGRID3
* xyz 0 1
Cl -3.15518 -0.00929 -0.17394
F -0.98013 1.66150 -0.25243
N 1.65004 -0.34904 -0.55288
C 0.82392 0.29024 0.47731
C -0.53591 0.48331 0.11648
C -1.46973 -0.46152 0.13661
H 1.18706 -1.16964 -0.76148
H 1.68992 0.22598 -1.41103
H 1.24461 1.26222 0.83757
H 0.76610 -0.46291 1.28999
H -1.22069 -1.47085 0.29378
*
```

Now the Mulliken charges, all in e: atom 1 (Cl): -0.1781, atom 2 (F): -0.2667, atom 3 (N): -0.5620, atom 4 (C): -0.7991, atom 5 (C): 0.6030, atom 6 (C): -0.3755, atom 7 (H): 0.2784, atom 8 (H): 0.2467, atom 9 (H): 0.3519, atom 10 (H): 0.3353, atom 11 (H): 0.3661

=====

Record 5
Molecular formula: C22H17Cl2IrN3O2SSe
Method: DFT, ωB97M-V/def2-TZVPD

Computed properties:
HOMO (alpha / beta) in eV: -14.4 / -14.4
Total energy in eV: -135704.1546
Relative energy (zero: lowest compared OMol25 entry of this formula, charge and spin) in kJ/mol: 11.9
Orbital gap (alpha / beta) in Eh: 0.25264 / 0.20758
⟨S²⟩: 0.7797
LUMO level (alpha / beta) in Ha: -0.27812 / -0.32249

Geometry as ORCA input:
```
! wB97M-V def2-TZVPD RIJCOSX def2/J DEFGRID3
* xyz 2 2
Ir -0.47023 -0.28317 1.65834
Se -0.51236 2.10610 2.09699
Cl -7.07206 -1.52168 0.73158
Cl -4.14304 -0.37701 5.03795
S 1.74135 -1.09285 -0.98607
O -1.95312 -0.22912 3.04574
O 0.88405 -0.25190 3.31228
N 0.92039 -1.09713 0.44597
N -2.07516 -0.43681 0.43526
N -3.34892 2.40726 1.17721
C 0.67755 1.48826 -1.34763
C -5.58215 -1.09904 1.40581
C -4.44852 -0.89539 0.53530
C -2.24460 2.34355 1.50318
C -3.22579 -0.63153 1.13965
C 1.68848 1.54771 -3.94385
C -4.49620 -0.91785 -0.86602
C 5.65177 -1.73690 -0.52688
C 4.30363 -1.88679 -0.82923
C -3.10309 -0.49401 2.56977
C 6.10904 -0.54242 0.00551
C 3.89018 0.38446 -0.05445
C -5.47984 -0.95253 2.78042
C 3.44590 -0.82158 -0.59148
C 1.89049 0.42710 -3.15804
C 5.23255 0.51625 0.24296
C 1.37729 0.41292 -1.86331
C -3.34054 -0.68128 -1.56995
C -2.14460 -0.45147 -0.89235
C -4.27234 -0.62548 3.37278
C 0.48379 2.60756 -2.14858
C 0.98438 2.63668 -3.44082
H -1.22915 -0.27188 -1.43344
H 0.35463 -0.33428 4.12017
H 0.83084 3.51065 -4.05969
H 2.07941 1.56948 -4.95196
H 5.60445 1.44504 0.65446
H -6.35657 -1.08876 3.39872
H 3.20194 1.20318 0.11948
H 0.30945 1.48494 -0.33395
H 1.12851 -2.01039 0.85273
H 3.93191 -2.81431 -1.24841
H 2.44421 -0.41989 -3.54693
H 1.65883 -0.82448 3.39849
H 6.33796 -2.55258 -0.70879
H -0.05464 3.45806 -1.75132
H -5.43036 -1.10660 -1.37746
H 7.15898 -0.42807 0.24038
H -3.33868 -0.67202 -2.65053
*
```

Now the Mulliken charges, all in e: atom 1 (Ir): 1.2289, atom 2 (Se): -0.0282, atom 3 (Cl): -0.1293, atom 4 (Cl): -0.1034, atom 5 (S): -0.1049, atom 6 (O): -0.9169, atom 7 (O): -0.5411, atom 8 (N): -0.1318, atom 9 (N): -0.0755, atom 10 (N): -0.3864, atom 11 (C): 0.3202, atom 12 (C): 0.7612, atom 13 (C): 0.1265, atom 14 (C): 0.2920, atom 15 (C): 0.0662, atom 16 (C): -0.6241, atom 17 (C): -0.7393, atom 18 (C): -0.6232, atom 19 (C): -0.3199, atom 20 (C): 0.6996, atom 21 (C): -0.4337, atom 22 (C): -0.3352, atom 23 (C): -0.5756, atom 24 (C): 0.6787, atom 25 (C): -0.7329, atom 26 (C): -0.7070, atom 27 (C): 0.5143, atom 28 (C): -1.0723, atom 29 (C): 0.0796, atom 30 (C): 0.2647, atom 31 (C): -0.5973, atom 32 (C): -0.5896, atom 33 (H): 0.2747, atom 34 (H): 0.3301, atom 35 (H): 0.4294, atom 36 (H): 0.4179, atom 37 (H): 0.4231, atom 38 (H): 0.4954, atom 39 (H): 0.4007, atom 40 (H): 0.1560, atom 41 (H): 0.3160, atom 42 (H): 0.4083, atom 43 (H): 0.4565, atom 44 (H): 0.3532, atom 45 (H): 0.4242, atom 46 (H): 0.4794, atom 47 (H): 0.4792, atom 48 (H): 0.4197, atom 49 (H): 0.4718

=====

Record 6
Molecular formula: C23H20Cl4F4N3O7S
Method: DFT, ωB97M-V/def2-TZVPD

Computed properties:
HOMO in eV: -11.4
Total energy in eV: -114736.5447
Orbital gap in Eh: 0.18915
LUMO level in Ha: -0.22839

Geometry as ORCA input:
```
! wB97M-V def2-TZVPD RIJCOSX def2/J DEFGRID3
* xyz 1 1
Cl -9.41157 -1.66440 -4.63397
Cl -7.43257 0.18449 -3.57063
Cl -8.06675 -2.25864 -2.12322
Cl -6.59475 -2.39286 -4.62940
S 4.10263 2.23692 -0.15496
F -1.46779 3.61061 -1.44659
F 2.47111 1.57203 1.59222
F -0.10534 4.84589 0.15051
F -1.73839 3.28366 0.89988
O -0.35698 2.92836 -4.17904
O -2.05348 -0.94117 -2.12272
O -2.30027 0.69089 2.27476
O 1.01677 4.05740 -3.04640
O -2.61055 0.94205 -0.73626
O -4.49288 -1.16490 -2.66851
O 0.13590 1.22411 1.98205
N 5.30251 0.38303 -3.36676
N 0.81452 2.91243 -3.77289
N 0.35469 2.38503 -0.19595
C 2.99464 -2.01103 1.55335
C 0.37228 -3.37511 4.30686
C 5.33512 -0.89198 -1.12356
C -0.72229 -1.76705 6.32729
C -7.87639 -1.53287 -3.73933
C -1.00567 0.47344 2.51344
C 0.01791 -3.19807 5.89860
C -3.46662 -1.32469 -1.79856
C 1.99530 3.75523 -1.94929
C 1.96971 0.64925 0.51049
C 2.39537 -0.88885 0.91735
C -0.66994 -0.76079 3.59088
C -1.71538 -0.01133 -0.99490
C 2.92851 0.42181 -2.16066
C -0.28701 -0.26523 -0.23693
C 0.01399 -2.19280 3.18038
C 0.33982 1.02955 0.54315
C 2.56998 1.33417 -0.85067
C 4.54502 0.00215 -2.25177
C 1.48719 2.55948 -0.95215
C -1.03960 -0.56581 5.20825
C -3.89201 -1.98767 -0.32417
C -0.70075 3.49619 -0.17765
H 0.28938 -2.45752 2.07428
H 2.74752 1.11789 -3.11296
H 4.70982 0.91566 -4.04046
H -2.97756 -2.46365 0.23303
H 2.34341 -0.58734 -2.24870
H 2.24292 4.76661 -1.38757
H 5.06387 -2.03152 -1.34115
H -1.53989 0.40453 5.65186
H 6.51571 -0.76721 -1.24331
H 3.00022 3.46701 -2.52558
H -0.39914 -1.23733 0.40485
H 0.49515 -0.54057 -1.09646
H 0.86722 -4.36598 3.92963
H 3.48778 -3.02677 1.88707
H 0.26457 -4.06538 6.64622
H -4.67641 -2.83761 -0.52318
H 5.01704 -0.68726 -0.01599
H -1.01422 -1.60318 7.47176
H 4.84992 1.37760 0.66571
H -4.44336 -1.16091 0.32844
*
```

Now the Mulliken charges, all in e: atom 1 (Cl): -0.0991, atom 2 (Cl): -0.0984, atom 3 (Cl): -0.1130, atom 4 (Cl): -0.0968, atom 5 (S): -0.0736, atom 6 (F): -0.1888, atom 7 (F): -0.3016, atom 8 (F): -0.2422, atom 9 (F): -0.2028, atom 10 (O): -0.3345, atom 11 (O): -0.3278, atom 12 (O): -0.4367, atom 13 (O): -0.1748, atom 14 (O): -0.5010, atom 15 (O): -0.3672, atom 16 (O): -0.3074, atom 17 (N): -0.6700, atom 18 (N): 0.2994, atom 19 (N): 0.3589, atom 20 (C): -0.9675, atom 21 (C): -0.5741, atom 22 (C): -0.7253, atom 23 (C): -0.3694, atom 24 (C): 0.3645, atom 25 (C): 0.3680, atom 26 (C): -0.3628, atom 27 (C): 0.4540, atom 28 (C): -0.5418, atom 29 (C): 1.1858, atom 30 (C): -0.3977, atom 31 (C): 0.6067, atom 32 (C): 0.4912, atom 33 (C): -0.0478, atom 34 (C): 0.0611, atom 35 (C): -0.1081, atom 36 (C): 0.1717, atom 37 (C): 0.3096, atom 38 (C): 0.3930, atom 39 (C): -0.2368, atom 40 (C): -0.5312, atom 41 (C): -0.6892, atom 42 (C): 0.7326, atom 43 (H): 0.2643, atom 44 (H): 0.3143, atom 45 (H): 0.2759, atom 46 (H): 0.2478, atom 47 (H): 0.2661, atom 48 (H): 0.3462, atom 49 (H): 0.2541, atom 50 (H): 0.2948, atom 51 (H): 0.2951, atom 52 (H): 0.3695, atom 53 (H): 0.1333, atom 54 (H): 0.0282, atom 55 (H): 0.2955, atom 56 (H): 0.3506, atom 57 (H): 0.3169, atom 58 (H): 0.3355, atom 59 (H): 0.0682, atom 60 (H): 0.2896, atom 61 (H): 0.2809, atom 62 (H): 0.2640